{
  "formula": "C19H34MoN2O3P2",
  "method": "ωB97M-V/def2-TZVPD",
  "homo_energy_ev": [-6.4, -7.4],
  "multiplicity": 3,
  "e_tot_ha": -1830.464183,
  "symbols": ["Mo", "P", "P", "N", "H", "C", "H", "H", "H", "C", "H", "H", "H", "C", "H", "H", "H", "C", "H", "H", "H", "C", "H", "H", "H", "C", "H", "H", "H", "C", "C", "C", "C", "C", "C", "H", "H", "H", "H", "H", "C", "O", "C", "H", "H", "H", "C", "H", "H", "H", "O", "C", "C", "C", "C", "O", "N", "H", "H", "H", "H"],
  "coordinates": [[-0.1341, -0.1335, -0.0156], [-1.7723, -1.3611, 1.2405], [1.1979, 1.6736, -1.5715], [-0.5718, -1.0171, -1.5468], [-1.0083, 1.6436, 3.1843], [-3.4719, -0.7947, 1.5262], [-4.0120, -1.5139, 2.1621], [-3.9944, -0.6973, 0.5650], [-3.4483, 0.1889, 2.0146], [-1.1202, -1.6626, 2.9146], [-1.8690, -2.2269, 3.4885], [-0.9230, -0.7062, 3.4168], [-0.1861, -2.2360, 2.8630], [-1.9551, -3.0168, 0.5114], [-2.4616, -3.6815, 1.2223], [-0.9692, -3.4252, 0.2610], [-2.5468, -2.9468, -0.4094], [0.4030, 3.1868, -2.2280], [1.1101, 3.7512, -2.8586], [0.0869, 3.8207, -1.3867], [-0.4804, 2.9129, -2.8193], [2.7736, 2.4539, -1.0001], [3.3068, 2.9873, -1.8022], [3.3956, 1.6336, -0.6301], [2.5597, 3.1067, -0.1440], [1.7880, 0.7959, -3.0657], [2.5122, 1.4206, -3.6068], [0.9283, 0.5663, -3.7059], [2.2594, -0.1467, -2.7604], [-0.9086, -1.7227, -2.6410], [-2.3709, -2.3595, -4.4741], [-2.0944, -1.5164, -3.4240], [-0.0391, -2.7826, -3.0143], [-0.3507, -3.5975, -4.0638], [-1.5108, -3.4149, -4.8194], [-3.2741, -2.2304, -5.0686], [-2.7740, -0.6940, -3.1492], [0.8575, -2.9010, -2.3846], [0.3374, -4.4079, -4.3013], [-1.7281, -4.0752, -5.6476], [-0.8005, 2.3409, 2.3619], [-0.9437, 1.5187, 1.2482], [-1.8852, 3.4011, 2.1648], [-1.6765, 4.3209, 2.7259], [-2.8304, 2.9822, 2.5194], [-1.9815, 3.6730, 1.1018], [0.5187, 3.0306, 2.7458], [0.5754, 4.0348, 2.3101], [1.4196, 2.4616, 2.5091], [0.4786, 3.1382, 3.8344], [3.1058, -2.6302, 0.7283], [2.7497, -1.6572, 1.3550], [3.4736, -0.9609, 2.5366], [2.4744, 0.1080, 2.9545], [1.8220, 0.3069, 1.6273], [1.6685, 1.3966, 1.0176], [1.5744, -0.8834, 1.0201], [3.8025, -1.6919, 3.3019], [4.3878, -0.4826, 2.1194], [1.7297, -0.3350, 3.6118], [2.7958, 1.0541, 3.3753]],
  "forces_ev_per_a": [[-0.7, 1.6, -3.1], [-0.1, -0.7, 0.3], [0.5, 0.2, -0.4], [0.3, 2.2, 2.5], [-0.4, 0.5, 0.7], [-0.2, 0.2, 0.0], [0.2, 0.2, -0.2], [0.2, 0.0, 0.3], [0.0, -0.2, -0.2], [-0.3, -0.2, 0.3], [0.3, 0.1, 0.0], [-0.1, -0.2, -0.2], [-0.2, 0.1, -0.1], [-0.3, -0.3, 0.3], [0.0, 0.0, -0.2], [-0.2, 0.1, 0.1], [0.2, 0.0, 0.2], [-0.3, 0.0, -0.2], [-0.3, -0.2, 0.2], [0.1, -0.2, -0.2], [0.2, 0.2, 0.1], [0.0, -0.3, 0.1], [-0.3, -0.1, 0.2], [0.1, 0.2, -0.1], [0.1, -0.1, -0.4], [0.0, 0.3, -0.2], [-0.2, -0.2, 0.0], [0.2, 0.0, 0.1], [-0.1, 0.2, -0.1], [-0.6, -1.3, -1.3], [0.0, -0.8, -0.8], [0.8, 0.5, 1.3], [-0.1, 1.1, 1.1], [0.1, -0.8, -0.8], [0.1, 0.6, 0.6], [0.1, 0.1, 0.2], [0.4, -0.5, -0.1], [-0.4, -0.1, -0.5], [-0.2, 0.1, -0.1], [-0.1, 0.1, 0.0], [-0.4, -0.5, -0.3], [1.0, -1.6, -1.7], [-0.3, 0.2, 0.8], [-0.1, -0.1, 0.1], [-0.2, 0.2, -0.2], [0.2, -0.3, 0.3], [0.2, 0.0, 0.3], [0.2, -0.2, -0.1], [-0.6, 0.6, 0.2], [0.0, 0.3, 0.0], [-0.1, 0.6, 0.8], [-1.4, -0.4, -0.9], [0.9, -0.3, -0.3], [-0.3, 0.2, 0.2], [0.5, 2.1, -0.9], [0.3, -2.8, 1.7], [1.7, -0.2, 0.7], [-0.3, 0.4, -0.5], [-0.5, -0.4, 0.2], [-0.1, 0.0, 0.2], [0.5, -0.1, 0.1]],
  "nbo_charge": [1.013, 1.099, 0.998, -0.607, 0.118, -0.942, 0.231, 0.251, 0.266, -0.952, 0.230, 0.250, 0.250, -0.949, 0.226, 0.258, 0.254, -0.939, 0.224, 0.248, 0.238, -0.921, 0.217, 0.232, 0.253, -0.949, 0.222, 0.244, 0.246, 0.110, -0.143, -0.265, -0.225, -0.207, -0.251, 0.202, 0.218, 0.229, 0.214, 0.214, 0.123, -0.870, -0.616, 0.191, 0.198, 0.216, -0.649, 0.194, 0.232, 0.195, -0.567, 0.691, -0.505, -0.516, 0.693, -0.627, -0.742, 0.243, 0.238, 0.231, 0.240]
}



{
  "formula": "C19H34N2O2",
  "method": "ωB97M-V/def2-TZVPD",
  "homo_energy_ev": -9.3,
  "de_lowest_kj_mol": 13.0,
  "multiplicity": 1,
  "e_tot_ha": -1004.433718,
  "symbols": ["O", "C", "C", "C", "C", "C", "C", "C", "C", "N", "C", "C", "C", "N", "C", "O", "C", "C", "C", "C", "C", "C", "C", "H", "H", "H", "H", "H", "H", "H", "H", "H", "H", "H", "H", "H", "H", "H", "H", "H", "H", "H", "H", "H", "H", "H", "H", "H", "H", "H", "H", "H", "H", "H", "H", "H", "H"],
  "coordinates": [[1.7134, -1.8244, -2.6022], [1.4183, -0.9197, -1.8491], [0.4999, 0.2286, -2.2474], [-0.5311, -0.2146, -3.2870], [-1.7742, -0.8985, -2.7143], [-2.7315, 0.0356, -1.9621], [-3.5620, -0.8779, -1.0438], [-2.8835, -2.2593, -1.0872], [-1.5059, -2.0075, -1.6976], [1.9153, -0.8315, -0.5943], [2.8372, -1.8196, -0.0786], [2.1293, -3.0238, 0.5528], [1.4376, -2.6940, 1.8765], [0.2920, -1.8282, 1.7133], [0.2643, -0.5529, 2.1606], [1.2055, -0.0429, 2.7343], [-1.0593, 0.1487, 1.8945], [-1.0621, 1.6308, 2.2786], [-0.5813, 2.5761, 1.1742], [0.9508, 2.5900, 0.9717], [1.4041, 4.0283, 1.2427], [0.1762, 4.8660, 0.9031], [-0.9567, 4.0346, 1.4942], [0.0253, 0.6593, -1.3659], [1.1409, 0.9959, -2.6903], [-0.0271, -0.9107, -3.9610], [-0.8559, 0.6486, -3.8721], [-2.3218, -1.3377, -3.5554], [-3.3589, 0.6021, -2.6490], [-2.1660, 0.7561, -1.3694], [-3.5875, -0.4851, -0.0269], [-4.5931, -0.9473, -1.3887], [-3.4489, -2.9315, -1.7336], [-2.8283, -2.7200, -0.1002], [-1.0753, -2.8953, -2.1574], [-0.8120, -1.6494, -0.9363], [1.6464, -0.0771, 0.0160], [3.4339, -2.1720, -0.9247], [3.4884, -1.3391, 0.6537], [2.8718, -3.8005, 0.7386], [1.4023, -3.4145, -0.1619], [2.1281, -2.1700, 2.5421], [1.1143, -3.6218, 2.3607], [-0.5016, -2.2025, 1.2175], [-1.3216, 0.0261, 0.8417], [-1.8144, -0.3798, 2.4836], [-0.4348, 1.7623, 3.1621], [-2.0839, 1.9146, 2.5425], [-1.0722, 2.2891, 0.2369], [1.2000, 2.3188, -0.0561], [1.4444, 1.8912, 1.6435], [1.6484, 4.1513, 2.2985], [2.2796, 4.3022, 0.6555], [0.0620, 4.9439, -0.1798], [0.2204, 5.8714, 1.3196], [-0.9811, 4.1756, 2.5761], [-1.9334, 4.3035, 1.0931]],
  "forces_ev_per_a": [[0.1, -0.4, -0.3], [-0.1, 0.6, 0.3], [-0.1, -0.3, -0.4], [-0.1, -0.1, 0.0], [0.2, 0.2, 0.1], [0.0, -0.1, -0.1], [-0.1, 0.0, 0.1], [0.1, 0.0, 0.1], [-0.2, -0.1, -0.2], [0.2, 0.1, 0.2], [0.0, -0.4, -0.1], [0.1, 0.3, 0.2], [0.2, -0.2, -0.1], [-0.1, -0.3, 0.0], [-0.6, -0.3, -0.2], [0.4, 0.2, 0.2], [0.1, 0.4, 0.4], [-0.1, -0.1, -0.3], [-0.1, -0.1, 0.2], [0.1, 0.0, 0.0], [0.0, 0.1, -0.2], [0.0, 0.0, 0.2], [0.0, 0.0, -0.3], [0.0, 0.1, 0.1], [0.0, 0.0, 0.1], [0.0, 0.1, -0.1], [0.0, 0.0, 0.0], [0.0, 0.0, 0.0], [0.0, 0.1, 0.0], [0.1, 0.1, 0.0], [-0.1, 0.0, 0.0], [0.0, 0.0, 0.1], [0.0, -0.1, 0.0], [-0.1, -0.1, 0.0], [0.1, 0.0, 0.0], [0.1, 0.0, 0.1], [0.0, 0.1, -0.2], [0.0, 0.1, 0.2], [0.0, 0.0, 0.0], [0.0, -0.1, 0.0], [0.0, -0.1, -0.1], [-0.1, -0.1, 0.0], [0.1, 0.1, 0.0], [0.0, 0.2, 0.0], [-0.1, -0.1, -0.1], [0.0, -0.1, -0.1], [0.0, 0.1, 0.1], [0.0, 0.0, 0.1], [0.0, 0.0, 0.0], [0.0, 0.0, -0.1], [0.0, -0.1, -0.1], [0.0, 0.0, 0.1], [0.1, 0.0, 0.1], [0.0, 0.0, -0.1], [0.0, 0.1, -0.1], [0.0, 0.0, 0.1], [-0.1, 0.0, 0.1]],
  "nbo_charge": [-0.645, 0.684, -0.504, -0.386, -0.216, -0.399, -0.413, -0.405, -0.403, -0.625, -0.226, -0.411, -0.231, -0.616, 0.684, -0.648, -0.508, -0.383, -0.219, -0.437, -0.397, -0.399, -0.396, 0.203, 0.238, 0.236, 0.203, 0.201, 0.212, 0.189, 0.201, 0.209, 0.204, 0.198, 0.226, 0.181, 0.407, 0.227, 0.203, 0.214, 0.210, 0.230, 0.196, 0.396, 0.215, 0.233, 0.224, 0.204, 0.190, 0.194, 0.243, 0.197, 0.209, 0.193, 0.209, 0.196, 0.209]
}



{
  "formula": "C19H35AlFIN3O4",
  "method": "ωB97M-V/def2-TZVPD",
  "charge": -1,
  "homo_energy_ev": -4.9,
  "multiplicity": 1,
  "e_tot_ha": -1850.372902,
  "symbols": ["C", "C", "O", "C", "Al", "I", "C", "C", "C", "C", "N", "C", "C", "C", "C", "C", "C", "O", "F", "H", "H", "H", "H", "H", "H", "H", "H", "H", "H", "H", "H", "H", "H", "H", "H", "H", "H", "H", "H", "H", "C", "C", "O", "N", "C", "H", "H", "H", "H", "H", "H", "H", "C", "C", "O", "N", "C", "H", "H", "H", "H", "H", "H", "H"],
  "coordinates": [[-3.3666, 3.5969, 3.1525], [-2.8679, 3.5109, 1.6938], [-3.4642, 4.5215, 0.8903], [-3.0744, 2.1305, 1.0741], [-2.1858, 1.9012, -0.7313], [-3.9852, 2.7601, -2.4814], [-1.8586, -0.0248, -1.1933], [-0.4683, -0.6170, -0.8531], [0.1676, -0.1801, 0.4656], [-0.4095, -0.9006, 1.6852], [-0.2555, -0.1384, 2.9260], [0.0507, -0.7460, 4.1223], [0.0960, 0.2246, 5.1051], [-0.1785, 1.4715, 4.4911], [-0.3817, 1.1985, 3.1487], [-0.5871, 3.1285, -0.9706], [-0.0673, 3.2463, -2.3534], [0.5948, 4.1217, -2.7959], [-0.3977, 2.2391, -3.1774], [-2.6674, 4.1310, 3.7927], [-4.3169, 4.1342, 3.1708], [-3.5360, 2.6089, 3.5694], [-1.8031, 3.7524, 1.7172], [-4.4141, 4.4701, 1.0307], [-4.1500, 2.0347, 0.8843], [-2.8065, 1.3407, 1.7768], [-1.9786, -0.0951, -2.2749], [-2.6470, -0.6279, -0.7375], [0.2239, -0.4659, -1.6784], [-0.5810, -1.6954, -0.7817], [1.2284, -0.4384, 0.4198], [0.1141, 0.8928, 0.6263], [-1.4665, -1.0966, 1.4905], [0.0524, -1.8618, 1.8545], [0.2189, -1.8039, 4.1946], [0.3063, 0.0689, 6.1494], [-0.2155, 2.4352, 4.9613], [-0.6034, 1.8767, 2.3461], [-0.9113, 4.1364, -0.7119], [0.2648, 2.9099, -0.3256], [2.1388, -0.0726, -5.2552], [2.9495, -0.2633, -3.9952], [3.0465, -1.3491, -3.4441], [3.5746, 0.8312, -3.4888], [3.5872, 2.1868, -4.0137], [1.7044, -1.0280, -5.5318], [1.3345, 0.6451, -5.0873], [2.7718, 0.2780, -6.0718], [4.0835, 0.6444, -2.6399], [4.6173, 2.4847, -4.2231], [3.1653, 2.8718, -3.2778], [3.0061, 2.2576, -4.9256], [1.2080, -5.4513, -0.9915], [1.0059, -4.6247, 0.2566], [0.6171, -3.4725, 0.2074], [1.2781, -5.2178, 1.4544], [1.7458, -6.5667, 1.7014], [0.9527, -4.8398, -1.8509], [2.2484, -5.7660, -1.0810], [0.5638, -6.3319, -0.9794], [1.1247, -4.6141, 2.2461], [1.0289, -7.1039, 2.3259], [2.7049, -6.5416, 2.2226], [1.8700, -7.1077, 0.7700]],
  "forces_ev_per_a": [[-0.1, 0.1, -0.3], [0.1, -0.6, 0.6], [0.2, 0.4, 0.1], [0.1, 0.4, -0.6], [-0.2, -0.4, 0.2], [0.0, 0.0, 0.0], [0.5, 0.6, 0.1], [-0.7, -0.3, 0.2], [0.6, -0.5, 0.1], [-0.6, 0.7, -0.3], [0.4, -0.5, 0.7], [-0.1, 0.8, 0.2], [0.0, -0.2, -0.1], [0.0, -0.7, -0.6], [0.0, 0.4, 0.2], [-0.7, -0.2, -0.1], [-0.1, 0.4, 0.9], [0.6, 0.6, -0.7], [-0.1, -0.8, -0.4], [0.0, 0.1, 0.1], [-0.1, 0.0, 0.1], [0.1, -0.1, 0.1], [0.1, 0.1, -0.2], [-0.1, -0.1, -0.2], [-0.1, -0.2, 0.0], [0.1, -0.1, 0.1], [-0.2, -0.1, -0.1], [-0.1, -0.1, 0.0], [0.1, 0.3, 0.0], [0.2, -0.2, -0.1], [0.2, 0.2, 0.1], [-0.1, 0.1, -0.1], [-0.2, 0.1, 0.2], [0.2, -0.1, -0.1], [0.0, -0.1, -0.1], [0.0, -0.1, 0.1], [0.0, 0.2, 0.0], [-0.1, 0.0, -0.1], [0.1, 0.2, 0.1], [0.1, -0.1, 0.1], [0.0, 0.0, 0.0], [0.0, -0.1, 0.1], [0.0, 0.0, -0.1], [0.0, 0.0, -0.2], [0.2, -0.2, 0.4], [0.0, 0.0, 0.1], [0.0, 0.1, 0.0], [-0.1, 0.1, 0.0], [0.0, 0.0, 0.0], [0.0, 0.1, -0.1], [-0.1, 0.1, -0.1], [0.0, 0.0, 0.0], [0.0, 0.0, 0.0], [0.0, 0.1, -0.1], [0.1, -0.3, 0.1], [0.0, -0.1, -0.1], [-0.1, 0.3, 0.2], [0.0, 0.1, 0.0], [0.0, -0.1, 0.0], [0.1, -0.1, 0.0], [0.0, 0.0, 0.0], [0.0, -0.1, 0.0], [0.0, -0.1, 0.0], [0.0, 0.0, 0.0]],
  "nbo_charge": [-0.633, 0.102, -0.717, -1.051, 1.539, -0.551, -1.037, -0.400, -0.405, -0.201, -0.326, -0.074, -0.317, -0.324, -0.054, -1.145, 0.901, -0.594, -0.348, 0.200, 0.190, 0.211, 0.154, 0.457, 0.214, 0.210, 0.224, 0.203, 0.202, 0.210, 0.203, 0.202, 0.197, 0.217, 0.193, 0.206, 0.214, 0.221, 0.259, 0.245, -0.725, 0.679, -0.640, -0.615, -0.413, 0.239, 0.246, 0.215, 0.396, 0.183, 0.218, 0.214, -0.723, 0.683, -0.617, -0.623, -0.409, 0.257, 0.223, 0.219, 0.399, 0.193, 0.193, 0.210]
}